Record 1
Molecular formula: C22H27N3O3S
Method: DFT, ωB97M-V/def2-TZVPD

ORCA input file:
```
! RIJCOSX wB97M-V def2-TZVPD def2/J DEFGRID3
* xyz 0 1
C -8.4842 0.2903 0.6372
C -7.7894 -0.8149 -0.1355
O -6.3823 -0.5619 -0.1037
C -5.6178 -1.4996 -0.6770
O -6.0479 -2.4986 -1.2002
N -4.2756 -1.2435 -0.6379
C -3.5167 -0.2026 -0.1097
C -4.0512 0.8849 0.5761
C -3.2153 1.8730 1.0599
C -1.8437 1.7836 0.8924
C -1.2968 0.6927 0.2198
C -2.1356 -0.2779 -0.2970
N 0.1108 0.5914 0.0866
C 0.7487 -0.5737 0.4541
O 0.1292 -1.5975 0.6505
C 2.2400 -0.5018 0.6705
C 2.9756 -1.4464 -0.3134
N 4.3406 -1.7624 0.0248
C 5.2435 -0.6248 0.0717
C 5.3376 0.1131 -1.2587
C 4.4824 -2.6251 1.1878
C 5.6420 -3.6022 1.0109
C 0.7610 1.7762 -0.3189
C 1.6705 1.7597 -1.3708
C 2.3281 2.9166 -1.7469
C 2.0624 4.1104 -1.0946
C 1.1131 4.1524 -0.0911
C 0.4551 2.9918 0.2903
S -0.7935 3.0560 1.5414
H -8.1367 0.3037 1.6669
H -9.5569 0.1218 0.6269
H -8.2720 1.2553 0.1845
H -8.1206 -0.8422 -1.1794
H -7.9830 -1.7973 0.3083
H -3.7357 -1.9843 -1.0684
H -5.1123 0.9623 0.7301
H -3.6250 2.7195 1.5886
H -1.7058 -1.1178 -0.8182
H 2.4139 -0.8787 1.6820
H 2.6207 0.5153 0.6006
H 2.9693 -1.0099 -1.3143
H 2.4174 -2.3854 -0.3578
H 4.9681 0.0873 0.8705
H 6.2322 -1.0194 0.3150
H 5.4698 -0.6006 -2.0675
H 6.1929 0.7843 -1.2417
H 4.4485 0.7079 -1.4506
H 4.6311 -2.0427 2.1123
H 3.5615 -3.2009 1.3009
H 6.5962 -3.0836 0.9719
H 5.6660 -4.3013 1.8430
H 5.5144 -4.1576 0.0861
H 1.8574 0.8280 -1.8825
H 3.0447 2.8866 -2.5535
H 2.5806 5.0123 -1.3809
H 0.8729 5.0780 0.4084
*
```

## Properties
ΔE to the lowest compared entry with this formula, charge and spin (eV): 1.572
LUMO energy (eV): 0.694
E_HOMO (eV): -7.89
Structure (SMILES): CCOC(=O)Nc1ccc2c(c1)N(C(=O)CCN(CC)CC)c1ccccc1S2
Maximum force (eV/Å): 0.635
M (g/mol): 413.54

Record 2
Molecular formula: C2H12N2O3
Method: DFT, ωB97M-V/def2-TZVPD

ORCA input file:
```
! RIJCOSX wB97M-V def2-TZVPD def2/J DEFGRID3
* xyz 0 1
H 0.4718 2.1527 2.1275
N 0.4702 1.6791 1.2031
C 1.6537 1.8432 0.6937
N 1.8986 1.7860 -0.6325
C 3.2145 1.9422 -1.0578
H 2.3115 2.4237 1.4152
H 1.1862 1.0950 -0.8965
H 3.6348 1.3183 -1.9106
H 3.9576 1.4283 -0.3718
H 3.4555 3.0124 -1.0944
O -4.0271 -3.2016 -0.1271
H -4.5875 -2.3951 -0.3463
H -3.2027 -2.9053 0.3355
O -0.8327 -0.4661 -1.3030
H -1.7530 -0.3738 -1.5697
H -0.6925 0.3881 -0.9910
O -1.2667 -2.4055 1.3573
H -1.1199 -1.5893 0.7428
H -0.4409 -2.9369 1.3319
*
```

## Properties
ΔE to the lowest compared entry with this formula, charge and spin (eV): 2.031
LUMO energy (eV): 0.632
E_HOMO (eV): -9.37
Structure (SMILES): [H]/N=C/NC.O.O.O
Maximum force (eV/Å): 4.985
M (g/mol): 112.13